Version 1
ORCA calculation (the ωB97M-V functional and the def2-TZVPD basis) on a 2-piece molecular cluster, C3H10FN2 overall.

Structure (ORCA input):
```
! RIJCOSX wB97M-V def2-TZVPD def2/J DEFGRID3
* xyz 1 1
C 2.323 0.820 0.335
C 1.576 -0.407 0.066
C -1.408 0.420 0.041
N -1.618 0.360 -1.265
N -1.762 -1.017 0.627
F 1.211 -0.583 -1.186
H 2.748 0.785 1.390
H 1.737 1.665 0.226
H 3.230 0.766 -0.246
H 1.996 -1.405 0.478
H -2.056 1.112 0.689
H -0.842 0.076 -1.881
H -1.786 1.321 -1.565
H -1.372 -1.655 -0.074
H -2.773 -1.158 0.889
H -1.203 -1.100 1.476
*
```

Properties
* orbital gap (alpha / beta): 7.40 / 9.52 eV

***

Version 2
ORCA calculation (the ωB97M-V functional and the def2-TZVPD basis) on a 3-piece molecular cluster, C3H10FN2 overall.

Structure (ORCA input):
```
! RIJCOSX wB97M-V def2-TZVPD def2/J DEFGRID3
* xyz 1 1
C -0.312 -0.480 2.052
C -0.365 -1.295 1.026
C -3.569 0.222 -0.231
N -2.705 0.609 -1.137
N 5.175 0.646 -1.352
F -4.411 -0.717 -0.610
H -0.907 0.379 1.932
H 0.062 -0.694 3.036
H -0.912 -0.774 0.143
H 0.058 -2.328 0.911
H -3.485 0.488 0.839
H -2.003 1.397 -0.937
H -2.808 0.362 -2.069
H 5.168 1.543 -0.956
H 5.804 0.549 -2.123
H 5.208 0.094 -0.525
*
```

Properties
* orbital gap: 5.44 eV

***

Order from most stable to least stable according to the calculation: version 2, version 1

***

Version 1
ORCA calculation (the ωB97M-V functional and the def2-TZVPD basis) on C6H6S2 as an isolated structure.

Structure (ORCA input):
```
! RIJCOSX wB97M-V def2-TZVPD def2/J DEFGRID3
* xyz 0 1
C 0.690 -0.753 -0.207
C -0.099 0.114 -0.753
C -0.475 1.163 0.843
C -0.005 0.298 1.832
C 0.927 -0.742 1.275
C -0.596 0.297 -2.152
S -1.162 2.686 0.891
S -0.573 0.187 3.380
H 0.946 -1.533 -0.907
H 0.529 -1.667 1.784
H 1.952 -0.624 1.539
H -1.562 -0.148 -2.186
H 0.044 -0.507 -2.702
H -0.617 1.231 -2.638
*
```

Properties
* orbital gap: 6.61 eV

***

Version 2
ORCA calculation (the ωB97M-V functional and the def2-TZVPD basis) on a 2-piece molecular cluster, C6H6S2 overall.

Structure (ORCA input):
```
! RIJCOSX wB97M-V def2-TZVPD def2/J DEFGRID3
* xyz 0 1
C -1.624 2.025 -2.363
C -0.613 1.351 -2.251
C 0.533 0.582 -2.077
S 1.973 1.372 -1.872
S 0.399 -1.194 -2.254
H -2.364 2.755 -2.544
H -0.791 -1.175 -2.864
C 0.163 0.738 1.185
C 0.850 -0.354 1.276
C 1.417 -1.521 1.439
H -0.305 1.006 2.151
H 0.093 1.440 0.251
H 0.991 -2.471 1.179
H 2.511 -1.571 1.785
*
```

Properties
* orbital gap: 7.80 eV
* structure (SMILES): C#CC(=S)S.C=C=C

***

Order from most stable to least stable according to the calculation: version 1, version 2

***

Version 1
ORCA calculation (the ωB97M-V functional and the def2-TZVPD basis) on C5H8BrClN3 as an isolated structure.

Structure (ORCA input):
```
! RIJCOSX wB97M-V def2-TZVPD def2/J DEFGRID3
* xyz 1 1
C 1.306 -1.483 0.261
C -0.321 -0.488 -0.162
C 0.662 1.032 1.439
C 2.045 0.628 1.023
C -2.254 -0.019 -1.524
N 2.183 -0.845 0.800
N -0.356 0.688 0.412
N -1.199 -0.888 -1.030
Cl 1.130 -3.111 -0.249
Br 2.595 1.384 -0.704
H 0.294 0.579 2.346
H 0.508 2.041 1.659
H 2.804 0.764 1.806
H -1.639 0.818 -1.696
H -2.659 -0.564 -2.297
H -2.998 0.007 -0.738
H -0.922 1.392 -0.059
H -1.181 -1.934 -1.287
*
```

Properties
* orbital gap: 10.40 eV

***

Version 2
ORCA calculation (the ωB97M-V functional and the def2-TZVPD basis) on an isolated ion of composition C5H8BrClN3 and charge +1.

Structure (ORCA input):
```
! RIJCOSX wB97M-V def2-TZVPD def2/J DEFGRID3
* xyz 1 1
C 0.246 -1.890 -0.293
C -0.879 -1.688 0.329
Cl -1.140 -2.335 1.819
N -1.670 -0.649 0.022
C -1.497 0.565 -0.211
N -2.471 1.499 -0.393
N -0.125 1.000 -0.281
C 0.864 0.392 0.398
C 2.244 0.396 -0.109
Br 0.677 0.266 2.354
H 0.895 -2.724 0.082
H 0.500 -1.630 -1.293
H -3.456 1.400 -0.189
H -2.204 2.477 -0.472
H 0.151 1.628 -1.109
H 2.915 0.686 0.715
H 2.289 1.177 -0.925
H 2.660 -0.571 -0.443
*
```

Properties
* orbital gap: 7.77 eV
* structure (SMILES): C=C(Cl)/N=C(N)\[NH+]=C(\C)Br

***

Order from most stable to least stable according to the calculation: version 1, version 2

***

Version 1
ORCA calculation (the ωB97M-V functional and the def2-TZVPD basis) on the molecule C5H10S.

Structure (ORCA input):
```
! RIJCOSX wB97M-V def2-TZVPD def2/J DEFGRID3
* xyz 0 1
C -0.265 -1.205 1.453
C -0.051 -1.054 0.207
C 0.097 -2.302 -0.649
C 0.122 0.285 -0.347
S 0.403 1.475 0.919
C 0.094 2.936 -0.083
H -0.423 -0.350 2.143
H -0.379 -2.216 1.963
H -0.800 -2.595 -1.326
H 0.323 -3.226 -0.026
H 0.894 -2.303 -1.436
H -0.851 0.506 -0.879
H 0.854 0.287 -1.090
H 0.069 2.708 -1.131
H 0.815 3.686 0.179
H -0.903 3.369 0.101
*
```

Properties
* orbital gap: 9.48 eV
* structure (SMILES): C=C(C)CSC

***

Version 2
ORCA calculation (the ωB97M-V functional and the def2-TZVPD basis) on the molecule C5H10S.

Structure (ORCA input):
```
! RIJCOSX wB97M-V def2-TZVPD def2/J DEFGRID3
* xyz 0 1
C 0.195 0.164 -1.766
C 0.416 -0.140 -0.272
C 0.000 -1.596 0.013
C -0.480 0.877 0.524
C -0.129 0.991 1.869
S 0.431 2.121 2.869
H -0.799 -0.082 -2.135
H 0.900 -0.302 -2.503
H 0.290 1.312 -1.874
H 1.443 0.023 -0.181
H -1.105 -1.658 0.069
H 0.508 -2.265 -0.677
H 0.535 -1.918 0.930
H -0.210 1.834 0.187
H -1.509 0.599 0.529
H -0.486 0.039 2.417
*
```

Properties
* orbital gap: 8.58 eV
* structure (SMILES): CC(C)CC=S

***

Order from most stable to least stable according to the calculation: version 1, version 2